Entry 1:
ORCA calculation (wB97M-V/def2-TZVPD) on C24H31LuN5O8 as an isolated structure in a non-equilibrium geometry.

Element x y z (Å)
Lu  0.1933  -0.4947  0.0852
C  -3.2123  -0.9973  -0.0943
C  -3.2749  0.4173  0.4387
O  -1.9845  0.9971  0.2828
C  -1.8966  2.2817  0.8833
C  -0.4377  2.6660  0.9201
O  0.3620  1.6244  1.4797
C  0.3391  1.5035  2.9021
C  -0.6482  0.4542  3.4088
O  -0.8107  -0.5698  2.4344
C  -1.8595  -1.4780  2.7884
C  -2.1296  -2.3899  1.6044
O  -2.0596  -1.6863  0.3697
H  -3.1173  -0.9823  -1.1837
H  -4.1232  -1.5486  0.1629
H  -3.5539  0.4454  1.4997
H  -4.0233  0.9942  -0.1183
H  -2.3273  2.2360  1.8926
H  -2.4661  3.0206  0.3062
H  -0.2927  3.5957  1.4786
H  -0.0599  2.7999  -0.0929
H  0.0945  2.4735  3.3470
H  1.3555  1.2465  3.1991
H  -1.6334  0.8907  3.6196
H  -0.2689  0.0263  4.3441
H  -2.7410  -0.8908  3.0710
H  -1.5635  -2.0750  3.6595
H  -3.1105  -2.8640  1.7185
H  -1.3710  -3.1699  1.5317
C  0.3556  4.1047  -3.3367
C  -0.0157  2.7566  -2.8071
N  -1.2052  2.3443  -2.6314
O  -2.1235  3.3495  -2.9014
C  1.0484  1.7866  -2.4754
C  2.3146  1.7693  -3.2719
N  0.7897  1.0077  -1.4992
O  1.7276  0.0914  -1.1167
H  -0.3500  4.8645  -3.0008
H  0.3307  4.1033  -4.4278
H  1.3600  4.3782  -3.0211
H  -2.9680  2.8930  -2.8515
H  2.1046  1.9204  -4.3298
H  2.8291  0.8225  -3.1272
H  2.9808  2.5759  -2.9627
O  0.2022  -4.6346  -0.3875
C  0.2616  -3.4434  -0.5922
O  0.5700  -2.5342  0.2835
C  -0.0918  -2.8823  -1.9615
C  0.0303  -3.6946  -3.0783
C  -0.3038  -3.1507  -4.3080
C  -0.7418  -1.8357  -4.3664
C  -0.8112  -1.0936  -3.1965
N  -0.4846  -1.6084  -2.0091
H  0.3648  -4.7128  -2.9524
H  -0.2186  -3.7423  -5.2094
H  -1.0112  -1.3763  -5.3060
H  -1.1096  -0.0501  -3.1996
N  3.1793  -3.5429  5.2906
C  3.2238  -2.7479  4.4667
C  3.2697  -1.7362  3.4518
C  4.3620  -0.8858  3.3219
C  4.3332  0.0731  2.3265
C  3.2118  0.1600  1.5134
N  2.1567  -0.6469  1.6503
C  2.1912  -1.5941  2.5829
H  5.2112  -0.9846  3.9831
H  5.1637  0.7460  2.1730
H  3.1403  0.8881  0.7152
H  1.3434  -2.2641  2.6296

Output
DFT total energy: -3044.2474 hartree
charge: +1
lowest unoccupied orbital energy: -2.5 eV
HOMO energy: -0.422 Ha
spin multiplicity: 1
F_max: 2.15 eV/A
gap between HOMO and LUMO: 9.02 eV
energy above the lowest of the compared OMol25 structures with the same formula, charge and spin: 0.0 kJ/mol

***

Entry 2:
ORCA calculation (wB97M-V/def2-TZVPD) on one molecule with the formula C24H31N5O4 in a non-equilibrium geometry.

Element x y z (Å)
C  4.0224  3.0202  3.5449
C  2.9091  2.1420  4.1143
C  3.4805  0.7933  4.5437
C  1.7996  1.9764  3.0713
C  0.5197  1.3627  3.6370
N  -0.4622  1.1773  2.5891
C  -0.7509  -0.0354  2.1039
O  -0.4338  -1.0863  2.6200
C  -1.6390  -0.0821  0.8252
C  -2.0341  1.2386  0.2385
C  -2.7180  2.3005  0.7616
C  -2.8050  3.2621  -0.2753
C  -2.1731  2.7136  -1.3465
O  -1.7080  1.4907  -1.0451
N  -0.9297  -0.8659  -0.1783
C  -1.5426  -2.0846  -0.6636
C  -1.0600  -3.3310  0.1192
C  -2.1086  -4.4462  0.1283
C  -1.8746  -5.1034  -1.2325
C  -0.3770  -4.8610  -1.4769
O  0.0660  -3.9207  -0.5031
C  0.3221  -0.4501  -0.4584
O  0.8288  0.5062  0.0999
C  1.0548  -1.1761  -1.5893
N  0.4279  -0.8412  -2.8344
N  -0.2666  -1.7298  -3.5558
N  -0.8007  -1.1732  -4.5650
C  -0.4838  0.1518  -4.5532
C  -0.8156  1.2029  -5.4092
C  -0.3337  2.4478  -5.0844
C  0.4590  2.6675  -3.9458
C  0.8045  1.6487  -3.0893
C  0.3207  0.3860  -3.4110
H  3.6417  4.0035  3.2771
H  4.8190  3.1492  4.2739
H  4.4434  2.5609  2.6534
H  2.4876  2.6420  4.9946
H  2.7229  0.1761  5.0181
H  4.2932  0.9363  5.2526
H  3.8679  0.2578  3.6801
H  1.5548  2.9571  2.6538
H  2.1508  1.3478  2.2512
H  0.7101  0.3763  4.0614
H  0.0938  2.0110  4.4105
H  -0.6279  1.9720  1.9881
H  -2.5360  -0.6372  1.1228
H  -3.1166  2.3807  1.7525
H  -3.2745  4.2226  -0.2230
H  -1.9927  3.0699  -2.3409
H  -2.6230  -1.9733  -0.5555
H  -1.3271  -2.2237  -1.7254
H  -0.7499  -3.0197  1.1223
H  -1.8794  -5.1456  0.9325
H  -3.1234  -4.0793  0.2591
H  -2.4691  -4.6116  -2.0020
H  -2.1188  -6.1631  -1.2300
H  0.2181  -5.7683  -1.3391
H  -0.1925  -4.4678  -2.4835
H  1.0290  -2.2577  -1.4477
H  2.0907  -0.8240  -1.5909
H  -1.4253  1.0307  -6.2811
H  -0.5686  3.2907  -5.7180
H  0.8037  3.6706  -3.7408
H  1.3998  1.8146  -2.2057

Output
DFT total energy: -1507.8720 hartree
charge: 0
lowest unoccupied orbital energy: 0.6 eV
HOMO energy: -0.322 Ha
spin multiplicity: 1
F_max: 1.31 eV/A
gap between HOMO and LUMO: 9.33 eV
energy above the lowest of the compared OMol25 structures with the same formula, charge and spin: 203.9 kJ/mol

***

Entry 3:
ORCA calculation (wB97M-V/def2-TZVPD) on one molecule with the formula C24H32ClFO5.

Element x y z (Å)
C  -0.1708  0.2118  5.5952
C  -0.6766  0.1682  4.1474
C  -2.1660  -0.1946  4.1284
O  -0.4395  1.4276  3.5522
C  0.1783  1.2614  2.3024
C  -0.7952  1.2976  1.1126
C  -0.9284  -0.1529  0.6354
C  -1.3684  -0.3431  -0.8239
C  -2.6815  0.3997  -1.0772
C  -3.2194  0.0685  -2.4708
C  -2.1631  0.4871  -3.4435
C  -2.3653  1.5168  -4.2705
C  -1.3333  2.1464  -5.0977
O  -1.5882  2.9695  -5.9500
C  0.0691  1.7217  -4.7413
C  0.0999  0.2243  -4.4597
C  -0.8435  -0.2447  -3.3303
C  -1.0486  -1.7518  -3.5699
C  -0.3021  0.0165  -1.8808
F  -0.0224  1.3830  -1.7931
C  1.0163  -0.7172  -1.5302
O  2.0742  -0.4041  -2.3988
C  1.4482  -0.3945  -0.0936
C  0.4265  -0.8096  0.9614
C  0.3165  -2.3287  1.0638
C  0.7741  -0.1716  2.3514
C  2.2654  -0.1191  2.6575
O  3.0093  0.6191  2.0618
C  2.7817  -0.9884  3.7864
Cl  2.6899  -2.7052  3.3410
O  0.0544  -0.7935  3.3950
H  0.8240  0.6496  5.6280
H  -0.8345  0.8287  6.1920
H  -0.1469  -0.7955  6.0007
H  -2.5415  -0.2159  3.1098
H  -2.7223  0.5487  4.6905
H  -2.3020  -1.1736  4.5783
H  0.9490  2.0326  2.2182
H  -0.3960  1.9398  0.3333
H  -1.7475  1.7125  1.4407
H  -1.6853  -0.6540  1.2488
H  -1.5614  -1.4130  -0.9431
H  -2.5121  1.4751  -1.0100
H  -3.4110  0.1177  -0.3158
H  -4.1443  0.6149  -2.6553
H  -3.4312  -0.9994  -2.5431
H  -3.3442  1.9738  -4.3338
H  0.3724  2.2984  -3.8663
H  0.7466  1.9698  -5.5600
H  -0.2231  -0.2839  -5.3726
H  1.1166  -0.0992  -4.2465
H  -1.5577  -2.2559  -2.7551
H  -1.6411  -1.8897  -4.4721
H  -0.0842  -2.2299  -3.7216
H  0.8580  -1.7918  -1.6460
H  2.2956  0.5290  -2.2789
H  2.3999  -0.9017  0.0760
H  1.6335  0.6796  -0.0275
H  1.3009  -2.7866  1.0734
H  -0.2011  -2.6012  1.9797
H  -0.2360  -2.7305  0.2187
H  2.1763  -0.8636  4.6826
H  3.8290  -0.7510  3.9754

Output
DFT total energy: -1870.0201 hartree
charge: 0
lowest unoccupied orbital energy: 0.4 eV
HOMO energy: -0.339 Ha
spin multiplicity: 1
F_max: 0.98 eV/A
gap between HOMO and LUMO: 9.62 eV
energy above the lowest of the compared OMol25 structures with the same formula, charge and spin: 0.0 kJ/mol

***

Entry 4:
ORCA calculation (wB97M-V/def2-TZVPD) on C24H32MoN6O6S as an isolated structure in a non-equilibrium geometry.

Element x y z (Å)
Mo  0.0317  -0.0329  0.0795
C  2.9424  -0.2277  2.8807
C  3.4948  -1.2659  1.8975
C  2.7390  -1.3896  0.5491
N  2.0477  -0.1634  0.1915
C  2.8295  0.9124  0.0249
C  4.2300  0.8522  -0.1897
C  5.1839  1.8433  -0.1672
C  5.0441  3.1961  0.1432
C  3.8536  3.8792  0.3249
C  2.5529  3.4301  0.1770
C  2.0543  2.1288  -0.0443
N  0.7499  1.8692  -0.2151
C  -0.0536  2.9850  -0.6917
C  -1.2024  2.4549  -1.5369
C  -2.2542  1.8437  -0.6165
N  -1.5969  1.0925  0.4315
C  -2.1694  1.0255  1.6367
C  -3.5231  1.3597  1.8367
C  -4.2599  1.4816  3.0061
C  -3.8508  1.3690  4.3140
C  -2.5834  0.9657  4.7620
C  -1.5074  0.5227  4.0388
C  -1.2920  0.4517  2.6343
N  -0.1987  -0.1174  2.0848
C  0.4913  -1.1109  2.9006
C  1.7209  -0.6515  3.6944
H  3.7353  -0.0135  3.6030
H  2.7261  0.7074  2.3603
H  4.5306  -0.9868  1.6960
H  3.5064  -2.2471  2.3728
H  3.4525  -1.6700  -0.2370
H  2.0204  -2.2042  0.5862
H  4.6143  -0.1266  -0.4388
H  6.1970  1.5156  -0.3733
H  5.9551  3.7745  0.2302
H  3.9499  4.9308  0.5704
H  1.8008  4.1891  0.3370
H  -0.4527  3.5650  0.1567
H  0.5675  3.6440  -1.3114
H  -1.6507  3.2611  -2.1181
H  -0.8066  1.7037  -2.2207
H  -2.8383  2.6627  -0.1753
H  -2.9194  1.1985  -1.2016
H  -4.0955  1.4949  0.9323
H  -5.3037  1.7309  2.8567
H  -4.5832  1.5930  5.0770
H  -2.4549  0.9725  5.8383
H  -0.6578  0.2339  4.6412
H  -0.2207  -1.5445  3.6151
H  0.7918  -1.9134  2.2258
H  1.4503  0.1884  4.3408
H  2.0041  -1.4929  4.3332
C  -1.4740  -2.0609  -4.6668
O  -0.8712  -1.0885  -3.8287
C  -0.8298  -1.3310  -2.4675
O  -0.2847  -0.3011  -1.8868
N  -2.1897  -1.6048  -1.9916
N  -2.3716  -1.3723  -0.5907
H  -1.1525  -1.8039  -5.6764
H  -2.5642  -2.0044  -4.5944
H  -1.1288  -3.0650  -4.4135
H  -2.3981  -2.5837  -2.2041
H  -2.2192  -2.2494  -0.0787
H  -3.3433  -1.0852  -0.4696
O  -1.2754  -3.8818  -0.7030
S  -0.0289  -3.1767  -0.8428
O  0.0000  -2.5106  -2.2793
O  0.0069  -2.0512  0.1378
O  1.1513  -3.9642  -0.7483

Output
DFT total energy: -2180.0818 hartree
charge: 0
lowest unoccupied orbital energy (alpha / beta): -0.9 / -0.9 eV
HOMO energy (alpha / beta): -0.250 / -0.250 Ha
spin multiplicity: 1
F_max: 1.76 eV/A
gap between HOMO and LUMO (alpha / beta): 5.86 / 5.87 eV

***

- Which value of charge does entry 4 give?
  0